DFT (ωB97M-V with the def2-TZVPD basis set) results for 10 unconnected molecules or ions with the total composition C37H64N4O18.

Properties
* total charge: 0
* orbital gap: 10.23 eV
* 2S+1: 1

Last column: Mulliken charge in e.
Geometry (Å):
C: 12.4253 -6.1600 4.1136  0.0239
C: 11.0890 -5.5597 4.0572  0.3052
C: 9.9384 -6.5484 4.4501  -0.3532
O: 9.7436 -6.3000 5.8420  -0.3388
C: 10.1487 -5.0765 6.1011  0.6752
O: 9.8805 -4.4048 7.1063  -0.5864
O: 10.9960 -4.6399 5.1055  -0.2817
H: 12.4207 -6.9708 3.3124  0.1990
H: 12.6345 -6.4414 5.1637  -0.5354
H: 13.0990 -5.2941 3.8690  0.0976
H: 10.8574 -4.9828 3.1062  0.3051
H: 10.3318 -7.5945 4.2873  0.1612
H: 8.9346 -6.3102 4.0194  0.3093
C: 15.8810 -5.4814 0.9414  -1.2830
C: 17.3544 -5.5569 0.4856  1.4534
C: 17.5360 -6.5767 -0.6577  0.2655
O: 17.9401 -5.7086 -1.7513  -0.4354
C: 17.9384 -4.4807 -1.3535  0.5070
O: 18.0657 -3.5423 -2.0682  -0.6107
O: 17.6610 -4.3055 -0.1434  -0.4124
H: 15.3785 -5.0491 0.0903  0.4946
H: 15.9202 -4.7596 1.6757  0.4512
H: 15.4499 -6.5084 1.2945  0.0835
H: 17.9905 -5.8175 1.2747  -0.5448
H: 16.7265 -7.3622 -0.8894  -0.1479
H: 18.5160 -7.0004 -0.4780  0.2351
C: 14.3798 -5.3639 8.8402  -1.1462
C: 13.4174 -4.9111 7.6280  0.4274
C: 13.1226 -3.4289 7.4787  -0.5551
O: 14.0478 -3.0080 6.5312  -0.3926
C: 14.5734 -4.0574 5.9253  0.3244
O: 15.3553 -3.9927 4.9422  -0.6143
O: 14.1680 -5.1360 6.4337  0.1784
H: 13.7520 -5.6325 9.6408  0.5994
H: 15.0172 -4.4987 9.3120  0.3288
H: 14.7647 -6.2856 8.6777  -0.2556
H: 12.5944 -5.5379 7.6430  0.4077
H: 13.3945 -3.0064 8.4664  0.3766
H: 12.1394 -3.1659 7.0841  0.2546
C: 14.1700 -8.8138 7.2693  -0.2646
O: 15.1349 -8.6081 8.1837  0.5752
C: 14.9260 -8.7536 9.4778  0.2870
O: 13.5807 -8.6974 10.0622  -0.6711
O: 16.0048 -8.9450 10.2828  -0.1476
C: 15.8119 -9.3895 11.5852  -0.8539
H: 13.6347 -7.8902 7.0299  -0.0653
H: 13.7210 -9.7196 7.5784  0.5054
H: 14.6488 -8.9970 6.2870  -0.1979
H: 15.6036 -10.4289 11.6557  0.3329
H: 14.8766 -9.1901 12.1085  0.3579
H: 16.6529 -8.9984 12.1529  0.2773
C: 15.9499 -7.5345 4.0185  0.8752
O: 16.8027 -8.4747 4.7405  1.2607
C: 16.8822 -9.7410 4.3745  -0.6681
O: 16.4305 -10.2143 3.1834  -0.0467
O: 17.3632 -10.5398 5.3685  -0.0179
C: 17.9040 -11.7258 4.7829  -0.6263
H: 16.4235 -7.5061 2.9982  -0.8631
H: 15.8928 -6.6159 4.5488  -0.1571
H: 14.9766 -7.9379 3.9805  -0.3836
H: 18.6808 -11.4607 4.0950  0.2661
H: 17.1958 -12.2605 4.1534  -0.1056
H: 18.3546 -12.3163 5.5834  0.4065
C: 13.0729 -10.5563 3.1860  -0.3395
O: 13.5023 -10.6623 1.9325  -0.2503
C: 13.8168 -9.6544 1.1335  0.7518
O: 13.8661 -8.3545 1.5733  -0.5245
O: 14.1207 -10.0003 -0.1632  -0.2823
C: 14.2659 -9.0050 -1.1843  -0.9360
H: 13.7554 -9.8933 3.6549  -0.0357
H: 12.9332 -11.5156 3.5444  0.0496
H: 12.1192 -10.0995 3.2921  0.3698
H: 14.5273 -8.0472 -0.8857  0.3380
H: 13.4040 -9.0190 -1.8087  0.3749
H: 14.9847 -9.3115 -1.9372  0.3473
C: 18.9647 -8.6495 2.0259  -0.2555
C: 19.8856 -8.6231 3.2379  0.4970
C: 20.3271 -7.1718 3.5568  -1.0882
C: 19.2127 -6.2525 3.8069  0.3352
N: 18.3847 -5.4950 4.0789  -0.4830
H: 18.1014 -8.1210 1.9581  -0.2399
H: 18.7070 -9.7189 1.8192  -0.4679
H: 19.5839 -8.4287 1.1477  0.6599
H: 20.7376 -9.2544 3.0725  0.7244
H: 19.4752 -9.0802 4.1659  -0.6612
H: 21.0254 -6.6753 2.7580  0.3759
H: 20.9304 -7.2161 4.4369  0.5387
C: 19.8366 -6.6933 7.4047  -1.4307
C: 18.4667 -7.3094 7.7115  0.6291
C: 18.5137 -8.7655 8.0485  -0.0950
C: 19.3552 -9.5858 7.1527  0.1306
N: 19.9992 -10.1741 6.4456  -0.5793
H: 20.5783 -7.4843 7.3455  0.3609
H: 20.2665 -6.1460 8.2257  0.3718
H: 19.9507 -6.2637 6.4112  0.3026
H: 17.8437 -7.1322 6.8037  -0.6053
H: 18.1497 -6.7514 8.5799  0.5766
H: 17.6039 -9.2948 8.0366  -0.1517
H: 18.9081 -8.8181 9.0698  0.4975
C: 17.4836 -11.0504 -0.4030  0.0816
C: 16.7346 -12.2960 -0.6700  -1.3773
C: 16.1177 -13.0491 0.5667  0.5190
C: 17.1103 -13.8119 1.3725  0.3270
N: 17.8747 -14.3515 2.0736  -0.5984
H: 17.1928 -10.1464 -1.0147  0.0757
H: 18.5473 -11.1722 -0.4029  0.5143
H: 17.1483 -10.8531 0.5910  -0.4525
H: 17.3454 -12.9904 -1.1240  0.5531
H: 15.9375 -12.0713 -1.2879  0.4412
H: 15.3901 -13.7737 0.2300  0.5659
H: 15.6583 -12.2441 1.0810  -0.5576
C: 13.5528 -14.3868 3.4875  -1.1275
C: 14.3496 -13.8252 4.5956  0.6349
C: 15.5579 -14.6757 5.1283  -0.0590
C: 15.2157 -16.0324 5.7800  -0.0444
N: 15.0272 -17.0665 6.2087  -0.4400
H: 12.5104 -13.9488 3.4187  0.3086
H: 13.4339 -15.4154 3.6442  0.5141
H: 14.0774 -14.1834 2.5400  0.0942
H: 13.7029 -13.4318 5.4080  0.3873
H: 14.7208 -12.8326 4.3248  -0.4748
H: 16.2681 -14.3400 5.9927  0.1836
H: 16.2243 -14.9139 4.2822  0.0794



DFT (ωB97M-V with the def2-TZVPD basis set) results for 2 unconnected molecules or ions with the total composition CH3NO2S.

Properties
* total charge: 0
* orbital gap: 9.55 eV
* 2S+1: 1

Last column: Mulliken charge in e.
Geometry (Å):
C: -1.3473 1.8882 -2.1452  0.1302
N: 1.0571 -0.8232 1.5959  -0.4787
O: -2.4348 1.9438 -1.8236  -0.1313
O: -0.3744 -0.5191 -0.5752  -0.4664
S: -0.2313 0.0155 0.9843  0.1062
H: 0.3827 -0.1421 -1.1099  0.3427
H: 1.0348 -1.9101 1.6925  0.2616
H: 1.9133 -0.4530 1.3812  0.2356



DFT (ωB97M-V with the def2-TZVPD basis set) results for a molecular structure, C16H18BBeFN6.

Properties
* total charge: 0
* orbital gap: 7.76 eV
* 2S+1: 1

Last column: Mulliken charge in e.
Geometry (Å):
H: -2.3492 -1.0889 1.6945  0.4666
N: -1.4613 -0.3469 -0.0807  0.5302
B: -1.0126 0.5400 -2.3831  -0.2543
N: -1.9643 0.1833 -1.2684  0.0110
C: -3.2859 0.2492 -1.2124  0.0434
Be: 0.1750 -0.4025 0.0422  -0.4457
H: -3.7223 0.6570 -2.1002  0.4719
C: -3.6947 -0.2632 0.0334  -1.2108
H: -4.7239 -0.3318 0.3417  0.3848
C: -2.5078 -0.6205 0.7073  0.0359
H: -1.5451 1.0066 -3.3256  -0.1067
C: 1.9740 -1.1247 0.3677  -1.7104
H: 2.3739 -1.6053 1.2660  0.4995
H: 2.6501 -0.2132 0.3582  0.3297
H: 2.5056 -1.6810 -0.4154  0.4354
N: -0.2190 -0.7052 -2.7424  -0.1983
N: 0.0201 1.4665 -1.7278  0.1161
N: 0.4629 -1.3550 -1.7744  0.2624
N: 0.7298 1.0915 -0.6165  0.0481
C: -0.0829 -1.3621 -3.8924  -0.0752
C: 0.3542 2.7130 -2.0321  0.0390
H: -0.5734 -0.9016 -4.7146  0.4876
H: -0.1657 3.0741 -2.9045  0.4640
C: 0.7132 -2.5057 -3.6499  -1.2527
C: 1.2880 3.1450 -1.1161  -1.3927
C: 1.0222 -2.4566 -2.2698  0.0144
C: 1.4997 2.0995 -0.2239  0.1896
H: 1.0094 -3.2375 -4.3732  0.3854
H: 1.7410 4.1491 -1.1571  0.3642
H: 1.5805 -3.1368 -1.6056  0.4566
H: 2.1654 2.0241 0.6758  0.4371
H: 0.8309 -1.6405 0.1967  0.4015
F: 0.4467 0.9110 6.0250  -0.3504
C: 0.3765 0.5637 4.6948  0.3919
C: 0.0678 1.4924 3.7134  -1.0709
C: 0.0748 1.0681 2.3731  -0.1211
C: 0.4297 -0.2140 2.0338  -0.1176
C: 0.6883 -1.1411 3.0448  0.1294
C: 0.6887 -0.7550 4.3979  -0.8172
H: -0.1316 2.5002 4.0260  0.4695
H: -0.2526 1.8191 1.6786  0.4597
H: 0.9180 -2.1743 2.7635  0.3498
H: 0.9058 -1.4900 5.1516  0.4496



DFT (ωB97M-V with the def2-TZVPD basis set) results for a single C3H4FNO2 molecule.

Properties
* total charge: 0
* orbital gap (alpha / beta): 7.53 / 7.53 eV
* 2S+1: 1

Last column: Mulliken charge in e.
Geometry (Å):
C: 1.5707 -0.0779 -0.0268  0.6023
C: -0.8193 0.4871 -0.2850  -0.4241
C: -1.0698 -0.8631 0.3080  0.1474
N: 0.4876 0.8749 0.0058  -0.2837
O: 2.6390 0.4162 -0.2729  -0.6345
O: 1.2473 -1.2882 0.0539  -0.5938
F: -1.7751 -1.7364 -0.3024  -0.1372
H: -0.7504 0.3809 -1.3212  0.3412
H: -1.5290 1.0308 0.2312  0.3607
H: -0.9735 -0.9731 1.3421  0.3732
H: 0.9724 1.7487 0.2672  0.2484



DFT (ωB97M-V with the def2-TZVPD basis set) results for a single C10H14N2O4 molecule.

Properties
* total charge: 0
* orbital gap: 8.82 eV
* 2S+1: 1

Last column: Mulliken charge in e.
Geometry (Å):
C: 1.4322 0.9935 -0.9596  -1.8636
C: 1.4152 -0.5145 -1.2085  1.9833
C: 0.2991 -1.2680 -0.4219  -1.7223
C: -0.7067 -0.3651 0.2302  -0.0323
C: -1.8407 0.0541 -0.4488  -0.4652
C: -2.7547 0.9009 0.1535  -0.8507
C: -2.5520 1.3428 1.4510  0.3953
O: -3.4490 2.1731 2.0437  -0.5965
C: -1.4101 0.9184 2.1432  1.3309
O: -1.2569 1.3789 3.4303  -0.6094
C: -0.5016 0.0755 1.5331  -0.6757
N: 1.3193 -0.8610 -2.6341  -0.4903
N: 0.0030 -0.7475 -3.1576  -0.5482
C: 2.7347 -1.1332 -0.7086  -0.0522
O: 3.3547 -0.7110 0.2252  -0.5786
O: 3.0968 -2.2278 -1.3786  -0.5398
H: 0.4711 1.4384 -1.2055  0.4095
H: 2.2121 1.4570 -1.5638  0.5116
H: 1.6543 1.1890 0.0845  0.3544
H: -0.2065 -1.9224 -1.1318  0.4806
H: 0.7691 -1.8847 0.3474  0.4964
H: -2.0081 -0.2887 -1.4580  0.5010
H: -3.6389 1.2309 -0.3677  0.4114
H: -3.1331 2.3563 2.9392  0.3240
H: -0.4415 1.0225 3.7987  0.2932
H: 0.3787 -0.2431 2.0760  0.3215
H: 1.9921 -0.2864 -3.1517  0.2745
H: -0.2630 0.2189 -3.3484  0.2348
H: -0.0426 -1.2778 -4.0217  0.2227
H: 2.4660 -2.3613 -2.1149  0.4799



Which value of 2S+1 does entry 1 give?
1